No. 1
Computed, not measured: a cluster of 21 separate species, C60H175N29O21 in total in a non-equilibrium geometry, with ωB97M-V with the def2-TZVPD basis set.

Geometry as ORCA input:
```
! wB97M-V def2-TZVPD RIJCOSX def2/J DEFGRID3
* xyz 0 1
C 4.980 -7.098 2.167
C 4.249 -6.241 3.182
C 5.154 -5.167 3.909
O 6.340 -5.684 4.593
C 7.338 -4.683 5.010
N 3.149 -5.700 2.433
H 5.340 -6.352 1.460
H 4.429 -7.853 1.606
H 5.905 -7.467 2.610
H 3.817 -6.895 3.940
H 4.649 -4.593 4.686
H 5.491 -4.531 3.090
H 8.262 -5.138 5.366
H 6.879 -4.199 5.872
H 7.498 -3.995 4.180
H 2.657 -4.921 2.846
H 2.366 -6.327 2.319
C -3.894 8.524 1.086
C -3.811 7.624 2.369
C -2.830 6.438 2.288
O -3.090 5.613 1.124
C -3.969 4.568 1.459
N -3.477 8.591 3.426
H -4.100 7.951 0.182
H -2.914 8.997 1.027
H -4.664 9.284 1.226
H -4.800 7.220 2.585
H -2.773 5.799 3.169
H -1.808 6.810 2.217
H -4.035 3.773 0.716
H -4.988 4.887 1.677
H -3.682 3.930 2.295
H -3.479 8.136 4.327
H -2.487 8.756 3.310
C 5.746 -1.461 4.286
C 6.519 -0.707 3.124
C 5.658 -0.134 1.956
O 4.625 0.669 2.367
C 3.982 1.388 1.339
N 7.366 0.278 3.764
H 5.281 -2.417 4.046
H 4.981 -0.797 4.686
H 6.411 -1.631 5.133
H 7.190 -1.399 2.616
H 5.183 -0.962 1.430
H 6.323 0.428 1.300
H 3.562 0.760 0.554
H 4.609 2.038 0.730
H 3.204 1.970 1.834
H 6.834 0.655 4.535
H 7.532 1.110 3.216
C 3.883 3.711 6.346
C 4.625 2.464 5.805
C 5.618 1.716 6.743
O 6.745 2.482 7.135
C 7.547 3.049 6.124
N 3.543 1.514 5.476
H 3.258 3.475 7.206
H 3.299 4.150 5.536
H 4.614 4.448 6.679
H 5.058 2.777 4.855
H 5.835 0.781 6.226
H 5.117 1.351 7.640
H 6.996 3.862 5.651
H 7.870 2.317 5.384
H 8.380 3.492 6.669
H 3.818 0.981 4.663
H 2.731 2.035 5.178
C 3.891 4.447 -4.378
C 3.886 3.142 -3.649
C 4.764 3.270 -2.356
O 6.049 3.829 -2.701
C 6.642 4.712 -1.840
N 2.463 2.885 -3.472
H 3.392 5.192 -3.759
H 3.340 4.445 -5.318
H 4.862 4.911 -4.552
H 4.454 2.442 -4.262
H 5.050 2.385 -1.789
H 4.212 3.920 -1.677
H 6.924 4.215 -0.912
H 6.111 5.582 -1.455
H 7.533 5.123 -2.315
H 2.104 3.249 -4.343
H 2.206 1.914 -3.577
C -3.298 -5.224 2.391
C -3.711 -4.482 1.090
C -3.070 -3.061 0.908
O -3.507 -2.487 -0.302
C -4.871 -2.003 -0.128
N -3.324 -5.260 -0.065
H -2.248 -4.965 2.522
H -3.338 -6.312 2.334
H -3.776 -4.861 3.302
H -4.785 -4.309 1.013
H -1.996 -3.239 0.861
H -3.242 -2.523 1.840
H -4.921 -1.417 0.790
H -5.536 -2.865 -0.083
H -5.145 -1.407 -0.998
H -2.904 -4.607 -0.712
H -4.147 -5.523 -0.589
C 1.508 -4.194 5.466
C 0.759 -4.026 4.152
C -0.498 -3.106 4.259
O -0.209 -1.860 4.837
C -1.391 -1.040 5.033
N 1.620 -3.530 3.117
H 0.851 -4.696 6.177
H 1.949 -3.259 5.810
H 2.378 -4.847 5.382
H 0.387 -4.981 3.780
H -1.197 -3.609 4.927
H -0.984 -2.982 3.291
H -2.151 -1.549 5.627
H -1.802 -0.860 4.040
H -1.095 -0.054 5.390
H 1.098 -2.987 2.444
H 1.910 -2.730 3.660
C 0.172 4.678 2.634
C 0.781 4.189 3.951
C -0.122 4.334 5.197
O -1.250 3.558 5.140
C -2.196 3.688 6.165
N 1.081 2.748 3.784
H -0.843 4.456 2.302
H 0.789 4.250 1.844
H 0.198 5.768 2.629
H 1.747 4.688 4.027
H -0.449 5.372 5.136
H 0.434 4.316 6.134
H -2.865 2.827 6.134
H -2.817 4.580 6.080
H -1.857 3.608 7.198
H 1.179 2.784 2.780
H 0.210 2.296 4.022
C -7.862 0.440 1.309
C -7.205 1.507 0.506
C -7.716 2.876 1.009
O -7.290 3.914 0.125
C -7.840 5.181 0.412
N -5.736 1.409 0.562
H -8.897 0.300 0.996
H -7.869 0.620 2.384
H -7.388 -0.523 1.124
H -7.518 1.394 -0.533
H -7.282 3.092 1.985
H -8.795 3.000 1.106
H -7.235 5.968 -0.038
H -7.717 5.395 1.474
H -8.883 5.237 0.101
H -5.597 1.307 1.557
H -5.461 2.361 0.367
C -3.140 1.853 -8.919
C -3.747 2.327 -7.579
C -2.735 2.831 -6.528
O -1.912 1.706 -6.111
C -0.784 2.036 -5.313
N -4.783 3.321 -7.851
H -2.629 2.679 -9.413
H -3.760 1.320 -9.640
H -2.450 1.041 -8.689
H -4.209 1.423 -7.184
H -3.205 3.175 -5.606
H -2.128 3.609 -6.989
H -0.011 2.488 -5.934
H -0.396 1.063 -5.011
H -0.881 2.751 -4.496
H -4.246 4.133 -8.122
H -5.199 3.100 -8.744
C -1.695 6.107 -3.799
C -2.265 5.693 -2.444
C -1.759 4.341 -1.856
O -0.374 4.398 -1.750
C 0.174 3.260 -1.006
N -2.103 6.769 -1.442
H -0.630 6.336 -3.856
H -2.060 7.112 -4.011
H -1.877 5.359 -4.571
H -3.345 5.638 -2.582
H -1.997 3.484 -2.486
H -2.206 4.210 -0.871
H 0.085 2.359 -1.612
H -0.304 3.093 -0.040
H 1.222 3.363 -0.724
H -1.164 6.743 -1.072
H -2.585 6.468 -0.606
C -6.166 -4.112 -4.969
C -4.668 -3.899 -4.534
C -3.821 -3.179 -5.612
O -2.490 -2.968 -5.213
C -1.777 -2.537 -6.293
N -4.620 -3.289 -3.261
H -6.238 -4.659 -5.909
H -6.793 -3.223 -5.037
H -6.712 -4.749 -4.273
H -4.163 -4.849 -4.364
H -4.298 -2.231 -5.858
H -3.876 -3.794 -6.511
H -2.199 -1.576 -6.589
H -1.701 -3.267 -7.098
H -0.706 -2.387 -6.153
H -3.713 -2.861 -3.137
H -5.257 -2.507 -3.315
C 2.682 -3.082 -6.131
C 2.819 -2.139 -4.910
C 1.757 -1.010 -4.895
O 1.975 0.063 -3.940
C 1.407 -0.210 -2.679
N 2.745 -2.904 -3.723
H 2.464 -2.611 -7.090
H 1.758 -3.640 -5.977
H 3.442 -3.838 -6.333
H 3.865 -1.834 -4.880
H 0.754 -1.414 -4.755
H 1.798 -0.500 -5.857
H 1.557 0.646 -2.021
H 1.952 -0.928 -2.067
H 0.355 -0.493 -2.639
H 3.646 -3.356 -3.668
H 2.757 -2.359 -2.874
C -0.356 -3.221 -2.152
O 0.270 -3.203 -1.097
N -1.456 -2.507 -2.465
N -0.134 -4.137 -3.103
H -1.879 -2.738 -3.352
H -2.015 -2.118 -1.719
H 0.843 -4.390 -3.134
H -0.607 -3.904 -3.964
C -0.033 -6.545 1.414
O 0.881 -7.265 1.842
N -1.246 -7.004 1.119
N 0.184 -5.307 1.125
H -1.495 -7.878 1.560
H -1.951 -6.328 0.865
H -0.547 -4.907 0.555
H 1.078 -4.908 1.373
C 0.291 -0.176 0.678
O 0.046 0.813 1.258
N -0.550 -0.735 -0.068
N 1.434 -0.820 0.737
H -0.355 -1.643 -0.466
H -1.318 -0.192 -0.434
H 2.213 -0.368 1.194
H 1.538 -1.513 0.009
C -3.416 0.917 -2.352
O -2.594 0.556 -1.530
N -4.667 1.186 -2.053
N -3.284 0.910 -3.641
H -5.000 1.267 -1.103
H -5.326 1.323 -2.807
H -2.347 0.690 -3.947
H -3.977 1.269 -4.283
C -3.235 1.293 2.777
O -4.234 1.624 3.374
N -2.003 1.569 3.149
N -3.285 0.725 1.632
H -1.813 2.214 3.902
H -1.228 1.213 2.608
H -4.154 0.846 1.132
H -2.448 0.682 1.069
C 3.789 -5.057 -1.054
O 4.384 -5.086 -2.090
N 2.751 -5.797 -0.801
N 4.238 -4.282 -0.088
H 2.331 -5.895 0.112
H 2.416 -6.387 -1.549
H 4.769 -3.438 -0.251
H 3.885 -4.448 0.843
C -1.325 -8.024 -2.415
O -1.330 -9.175 -2.705
N -0.293 -7.337 -2.100
N -2.420 -7.266 -2.477
H 0.593 -7.822 -2.117
H -0.318 -6.357 -1.859
H -2.428 -6.376 -2.001
H -3.319 -7.720 -2.563
C 5.220 -0.652 -2.132
O 4.522 -1.226 -1.359
N 6.521 -0.777 -2.166
N 4.785 0.024 -3.130
H 6.913 -0.317 -2.975
H 7.026 -1.290 -1.457
H 3.779 0.113 -3.108
H 5.497 0.534 -3.633
*
```

Computed properties:
ΔE to the lowest compared entry with this formula, charge and spin in kJ/mol: 0.00
Molar mass in g mol⁻¹: 1639.24
LUMO energy in eV: -0.1632
Frontier orbital gap in eV: 8.0228
Energy in a.u.: -5558.89057

=====

No. 2
Computed, not measured: a structure of composition C60H38Cl4N2O4ReS4 in a non-equilibrium geometry, with ωB97M-V with the def2-TZVPD basis set.

Geometry as ORCA input:
```
! wB97M-V def2-TZVPD RIJCOSX def2/J DEFGRID3
* xyz 2 2
Re 0.445 0.694 -0.237
S -3.210 1.295 4.241
C -3.934 1.395 5.780
C -3.010 1.505 6.773
C -1.684 1.506 6.276
C -1.623 1.394 4.913
C -0.429 1.362 4.069
C -0.550 1.088 2.698
N 0.483 1.043 1.866
C 1.732 1.266 2.360
C 1.958 1.521 3.712
C 3.314 1.709 4.154
C 4.348 1.636 3.289
C 4.132 1.371 1.892
C 5.159 1.251 0.944
C 4.870 0.949 -0.375
C 3.514 0.776 -0.716
N 2.532 0.918 0.156
C 2.822 1.203 1.450
C 5.903 0.799 -1.398
C 7.262 0.857 -1.233
C 7.974 0.678 -2.443
C 7.147 0.489 -3.507
S 5.506 0.527 -3.055
C 0.847 1.575 4.562
H -5.008 1.366 5.873
H -3.265 1.580 7.819
H -0.816 1.578 6.916
H -1.521 0.865 2.279
H 3.489 1.914 5.203
H 5.364 1.780 3.636
H 6.184 1.392 1.261
H 3.222 0.484 -1.717
H 7.749 1.015 -0.281
H 9.051 0.686 -2.518
H 7.418 0.327 -4.538
H 1.000 1.788 5.613
Cl 0.969 6.044 -4.455
C 0.935 4.483 -3.783
C 1.235 3.352 -4.626
Cl 1.625 3.614 -6.260
C 1.205 2.070 -4.129
Cl 1.552 0.691 -5.073
C 0.868 1.891 -2.776
O 0.765 0.739 -2.194
C 0.606 3.011 -1.924
O 0.343 2.719 -0.702
C 0.626 4.320 -2.454
Cl 0.263 5.622 -1.410
C -6.050 4.438 0.849
C -5.005 3.402 0.558
C -5.371 2.083 0.275
C -4.418 1.114 0.028
C -3.073 1.472 0.058
C -2.677 2.772 0.345
C -3.652 3.727 0.591
S -1.897 0.181 -0.186
O -2.245 -0.931 0.712
C -2.057 -0.241 -1.898
C -2.375 0.800 -2.802
C -2.201 0.594 -4.137
C -1.664 -0.624 -4.617
C -1.462 -0.828 -6.004
C -0.926 -1.995 -6.460
C -0.566 -3.013 -5.550
C -0.767 -2.854 -4.210
C -1.328 -1.654 -3.702
C -1.559 -1.460 -2.304
C -1.376 -2.650 -1.410
C -2.383 -3.663 -1.490
C -3.589 -3.463 -2.211
C -4.537 -4.443 -2.267
C -4.332 -5.678 -1.615
C -3.184 -5.900 -0.914
C -2.188 -4.900 -0.827
C -0.994 -5.120 -0.098
C -0.067 -4.135 0.020
C -0.280 -2.887 -0.616
S 0.982 -1.671 -0.345
O 2.129 -1.896 -1.231
C 1.462 -1.986 1.339
C 2.823 -2.042 1.596
C 3.251 -2.104 2.915
C 2.337 -2.108 3.966
C 2.806 -2.185 5.391
C 0.972 -2.069 3.671
C 0.522 -2.010 2.364
H -6.984 4.215 0.337
H -5.718 5.431 0.550
H -6.260 4.469 1.921
H -6.420 1.816 0.249
H -4.706 0.089 -0.174
H -1.631 3.041 0.380
H -3.353 4.745 0.812
H -2.772 1.737 -2.432
H -2.471 1.365 -4.849
H -1.736 -0.038 -6.692
H -0.774 -2.147 -7.521
H -0.130 -3.931 -5.921
H -0.486 -3.647 -3.530
H -3.764 -2.523 -2.718
H -5.453 -4.275 -2.817
H -5.091 -6.447 -1.675
H -3.019 -6.844 -0.409
H -0.833 -6.081 0.374
H 0.835 -4.300 0.592
H 3.528 -2.038 0.773
H 4.312 -2.152 3.128
H 3.777 -1.707 5.516
H 2.913 -3.227 5.700
H 2.093 -1.717 6.069
H 0.250 -2.087 4.480
H -0.538 -1.967 2.139
*
```

Computed properties:
ΔE to the lowest compared entry with this formula, charge and spin in kJ/mol: 0.00
Molar mass in g mol⁻¹: 1307.26
Expectation value of S²: 0.787
LUMO energy (alpha / beta) in eV: -7.3266 / -7.3156
Frontier orbital gap (alpha / beta) in eV: 5.2244 / 5.2436
Energy in a.u.: -6231.09445

=====

- The lowest energy belongs to which entry?
  C60H38Cl4N2O4ReS4

=====

- Which of these has the lowest energy?
  C60H38Cl4N2O4ReS4

=====

- Look up the molar mass of the first one.
  1639.24 g mol⁻¹